# 1
Entry from OMol25: a structure of composition C26H41CsKLi3N3O14S (ωB97M-V/def2-TZVPD).

Last column: Löwdin charge in e.
Atoms and positions in Å:
C: 3.937 2.680 -2.418  -0.361
C: 1.406 1.683 -0.763  -0.158
N: 3.705 2.107 -1.304  0.159
O: -7.809 1.019 1.569  -0.184
C: 3.358 -7.371 -6.643  -0.558
O: 4.405 -7.279 -5.781  0.065
H: -2.159 -0.325 0.651  0.133
H: -6.149 0.797 3.561  0.070
N: -1.733 -0.094 -0.256  0.175
H: 2.032 -0.988 2.050  0.013
H: 2.292 -8.012 -4.195  0.161
C: 0.292 0.895 -0.686  -0.013
Li: -0.620 5.232 1.836  0.745
C: 2.738 -0.134 -1.772  -0.050
H: 1.601 -5.045 -4.433  0.076
C: -4.342 1.651 3.909  -0.181
Li: 4.003 0.828 -3.787  0.750
Cs: -3.546 4.567 1.821  1.096
H: 4.388 0.888 2.559  -0.018
C: -3.451 1.163 2.748  -0.259
C: 1.231 3.033 1.104  -0.155
H: 3.201 4.618 -2.974  0.108
H: -7.765 -0.326 3.169  0.074
H: 2.166 -2.705 -3.356  -0.086
H: -3.988 2.634 4.240  0.082
H: -8.330 2.447 2.999  0.131
H: 1.366 3.089 5.392  -0.224
O: -1.332 -2.164 -1.243  0.168
O: 5.078 0.018 -2.126  -0.037
H: 2.144 -3.280 0.373  -0.225
O: 1.992 2.759 6.049  -0.604
H: 5.536 3.464 -3.660  0.090
O: 1.953 -3.553 1.281  -0.511
H: 6.156 2.378 -2.380  0.101
C: 2.457 -7.014 -4.611  -0.334
O: 3.453 -7.670 -7.784  0.174
H: 0.819 4.039 1.346  0.076
H: -8.746 -0.775 1.773  0.096
C: 0.418 -0.450 -1.147  -0.136
H: -6.081 3.617 2.816  0.075
H: -9.336 0.475 2.879  0.095
S: 1.566 -2.664 -2.146  0.955
O: 2.355 1.450 2.248  -0.157
H: -1.930 2.989 4.546  -0.132
H: -3.557 1.770 1.844  0.026
H: 3.424 3.082 1.350  0.144
H: -4.193 0.969 4.748  0.137
C: 2.947 3.573 -3.181  0.001
H: 4.436 -7.029 -3.714  0.141
H: -4.522 -1.500 1.147  0.099
O: 2.186 -7.070 -6.018  0.083
O: -1.820 3.850 4.137  -0.622
C: -6.204 2.552 2.553  -0.278
C: 3.484 0.637 1.937  -0.305
K: 4.665 0.880 4.356  0.967
H: -2.414 1.294 3.066  0.114
H: 0.502 2.321 1.500  0.124
H: -5.585 2.340 1.669  0.069
C: -8.445 0.060 2.402  -0.091
H: 3.317 -1.212 3.251  0.082
C: 3.105 -0.858 2.207  -0.055
H: 3.143 3.425 -4.258  0.087
C: 1.585 -0.956 -1.670  -0.411
C: -0.929 -1.094 -0.927  -0.422
H: -4.988 0.194 0.934  0.094
C: 2.614 1.178 -1.306  -0.130
O: 4.071 -1.675 -3.060  -0.019
C: -4.733 -0.569 1.673  -0.070
H: 1.841 -5.881 -2.881  0.091
C: 4.054 -0.661 -2.352  -0.732
O: -3.576 -0.221 2.430  -0.195
C: -7.649 2.297 2.157  -0.205
Li: 0.011 -1.146 1.344  0.743
C: 2.507 2.797 1.883  -0.162
C: 1.559 -6.012 -3.927  -0.029
H: -5.577 -0.760 2.336  0.077
O: 1.408 2.990 -0.310  -0.017
H: -7.919 3.025 1.385  0.125
H: 3.641 -1.525 1.528  0.083
H: 4.097 -5.571 -4.671  0.139
H: 3.705 0.761 0.869  0.107
C: 5.357 2.534 -3.100  -0.028
O: -1.521 2.178 0.289  0.082
H: 0.521 -6.342 -3.968  0.091
C: 3.919 -6.647 -4.592  -0.096
H: 5.312 1.733 -3.879  0.060
N: -5.797 1.735 3.692  -0.030
C: -1.091 1.156 -0.156  -0.374
H: 1.903 3.326 -2.979  0.080
H: 2.477 3.405 2.809  0.138

As for the energy above the lowest of the compared OMol25 structures with the same formula, charge and spin: 0.0000 eV. The HOMO energy comes out at -0.2811 hartree. As for the LUMO energy: -4.9 eV. The calculation puts the frontier orbital gap at 2.777 eV. Its total charge is +1.

# 2
Entry from OMol25: an isolated molecule of C4H10 (ωB97M-V/def2-TZVPD).

Last column: natural (NBO) charge in e.
Atoms and positions in Å:
H: -0.677 -2.638 -0.432  0.210
H: 0.116 -1.107 1.237  0.193
H: 0.621 2.705 0.549  0.206
H: -0.963 2.049 0.064  0.202
H: 0.547 0.717 -1.110  0.190
C: -0.255 -0.679 0.297  -0.394
H: -0.241 1.654 1.617  0.196
C: 0.594 0.558 -0.028  -0.396
C: -0.214 -1.732 -0.808  -0.604
H: 1.594 0.378 0.336  0.202
H: -0.624 -1.382 -1.745  0.202
H: -1.294 -0.463 0.564  0.193
C: -0.037 1.835 0.567  -0.598
H: 0.831 -1.895 -1.108  0.199

As for the energy above the lowest of the compared OMol25 structures with the same formula, charge and spin: 0.3397 eV. Its SMILES is CCCC. The HOMO energy comes out at -0.4088 hartree. As for the LUMO energy: 1.3 eV. The calculation puts the frontier orbital gap at 12.433 eV. Its total charge is 0.

# 3
Entry from OMol25: a cluster of 2 separate species, C3H11N3O in total (ωB97M-V/def2-TZVPD).

Last column: natural (NBO) charge in e.
Atoms and positions in Å:
H: -1.609 1.683 -1.450  0.206
N: 0.382 -2.085 2.210  -0.596
H: -1.876 -0.032 -1.835  0.205
H: -0.175 -0.779 -0.228  0.216
C: 0.901 0.461 -1.645  -0.620
H: 1.020 1.508 -1.930  0.209
H: 0.594 -0.103 -2.526  0.208
N: 0.105 -0.908 1.589  -0.433
N: 0.042 0.978 0.679  -0.031
C: -1.576 0.667 -1.053  -0.600
O: 1.330 1.521 0.744  -0.566
H: 1.363 -2.319 2.238  0.371
H: 1.315 2.012 1.574  0.477
H: 1.865 0.093 -1.300  0.222
H: -2.300 0.597 -0.241  0.210
H: -0.306 -2.832 2.162  0.355
H: -0.908 -0.797 1.574  0.312
C: -0.167 0.334 -0.560  -0.144

As for the energy above the lowest of the compared OMol25 structures with the same formula, charge and spin: 6.6362 eV. The HOMO energy (alpha / beta) comes out at -0.2744 / -0.2732 hartree. As for the LUMO energy (alpha / beta): 0.7 / 0.9 eV. The calculation puts the frontier orbital gap (alpha / beta) at 8.146 / 8.381 eV. Its total charge is 0.

# 4
Entry from OMol25: a structure of composition C11H12N2PW (ωB97M-V/def2-TZVPD).

Last column: Mulliken spin population.
Atoms and positions in Å:
C: -4.481 0.367 -0.235  0.001
N: -0.787 0.583 -0.016  -0.025
C: 2.017 0.757 -0.282  -0.222
H: 1.050 -2.899 1.853  0.007
H: 3.737 -0.110 -3.066  0.008
H: 4.054 -2.214 -1.848  0.016
C: -1.728 2.039 1.649  -0.020
W: 0.818 -0.703 -0.751  1.885
C: 2.192 0.651 -1.699  0.177
C: -0.638 1.505 0.977  0.063
H: -2.129 -0.361 -1.332  0.007
H: -1.544 2.709 2.492  -0.001
H: -0.937 -2.254 1.425  0.026
C: 3.092 -0.346 -2.217  -0.035
H: 2.265 1.566 0.360  0.013
H: -3.897 2.084 1.773  0.002
C: 3.211 -1.570 -1.575  0.086
C: 2.248 -2.053 -0.677  -0.089
H: 0.396 1.773 1.219  -0.003
H: 2.308 -3.018 -0.185  0.008
P: 0.381 -1.711 1.427  0.031
H: 0.296 -1.033 2.681  0.004
C: -2.044 0.313 -0.473  0.020
C: -3.161 0.811 0.184  -0.006
N: -5.534 -0.005 -0.586  -0.008
H: 1.830 1.429 -2.362  0.008
C: -3.015 1.689 1.263  0.048

As for the energy above the lowest of the compared OMol25 structures with the same formula, charge and spin: 3.6742 eV. The HOMO energy (alpha / beta) comes out at -0.3854 / -0.4413 hartree. As for the LUMO energy (alpha / beta): -4.5 / -4.5 eV. As for the spin multiplicity: 3. The expectation value of S² is 2.074. The calculation puts the frontier orbital gap (alpha / beta) at 5.997 / 7.465 eV. Its total charge is +1.

# 5
Entry from OMol25: a structure of composition C22H42AuN6O8P2S2 (ωB97M-V/def2-TZVPD).

Last column: Löwdin charge in e.
Atoms and positions in Å:
H: -5.522 5.550 0.303  0.122
C: -4.840 1.586 -1.567  -0.083
O: -2.201 6.213 2.121  0.133
N: -2.021 0.383 0.359  -0.046
H: 4.237 1.689 0.912  0.087
C: 0.028 3.659 -0.181  -0.303
H: -0.080 3.879 -2.306  0.108
O: -3.362 3.784 0.239  -0.313
H: 2.896 2.500 0.079  0.051
H: 0.582 -3.520 2.645  0.088
H: 2.484 -1.419 -1.121  0.068
H: 1.171 10.709 -2.275  0.086
H: 1.114 2.705 -1.737  0.070
C: 0.774 10.995 -1.302  -0.093
N: -5.529 0.124 1.168  -0.310
C: 0.658 3.672 -1.528  0.020
C: 2.896 -0.913 1.967  -0.345
C: -0.724 6.023 -0.312  -0.140
C: 2.932 -0.445 -0.927  -0.190
H: 4.018 -0.556 -0.864  0.091
H: -0.255 11.329 -1.419  0.087
P: 2.385 0.228 0.645  0.773
S: -0.055 8.459 -0.954  0.645
H: 2.701 0.232 -1.750  0.067
C: -3.042 -0.032 1.180  -0.018
H: -0.579 -1.562 4.564  0.096
O: -6.480 0.486 0.505  0.135
H: -2.921 -0.581 2.090  0.091
H: -6.751 5.554 -1.875  0.083
H: -1.778 6.271 -0.323  0.110
H: 1.884 9.488 -0.177  0.110
H: 1.144 6.908 0.399  0.116
N: -0.578 4.721 0.368  0.087
C: -2.587 0.973 -0.710  -0.303
H: -0.925 -3.174 1.780  0.077
C: -4.204 0.351 0.616  -0.093
C: -0.715 3.026 1.779  -0.056
H: -5.935 2.847 -0.157  0.113
H: -5.641 0.885 -1.756  0.141
H: 2.935 -1.920 1.548  0.102
H: 2.090 -1.527 3.907  0.124
H: 0.623 -3.039 0.928  0.060
O: 0.609 7.923 -2.116  -0.303
H: -6.142 7.179 -1.610  0.098
H: -6.122 3.258 -1.876  0.126
H: -2.164 2.452 -2.195  0.069
H: 1.855 0.175 3.538  0.105
H: 2.828 2.273 1.840  0.070
C: 3.153 1.829 0.898  -0.195
Au: 0.071 0.401 0.662  0.952
C: 1.884 -0.824 3.096  -0.361
O: -2.143 4.575 3.544  0.134
H: -0.951 2.409 2.632  0.118
N: -0.047 2.607 0.653  -0.024
C: -1.031 4.328 1.605  -0.142
N: -1.862 5.112 2.494  -0.314
H: -2.058 0.773 -2.753  0.124
H: -0.330 7.507 1.234  0.103
H: 1.429 4.442 -1.601  0.114
C: -5.842 6.149 -1.790  -0.082
O: -5.549 -0.441 2.239  0.145
S: -4.134 4.160 -0.938  0.677
C: -5.418 2.922 -1.111  -0.178
H: 0.412 10.082 0.648  0.113
H: -0.402 5.862 -1.338  0.112
H: -0.902 0.130 4.130  0.075
C: -0.930 -0.897 3.766  -0.183
H: -1.950 -1.178 3.525  0.049
P: 0.228 -1.174 2.423  0.810
C: -4.970 5.689 -0.630  -0.275
H: 3.907 -0.663 2.293  0.123
N: -3.917 0.988 -0.574  0.081
O: -1.456 8.779 -1.017  -0.286
H: 1.364 11.821 -0.917  0.090
H: -4.262 1.710 -2.480  0.129
C: 0.087 7.157 0.293  -0.191
H: -0.792 1.430 -1.725  0.042
H: -5.295 6.115 -2.731  0.089
C: 0.122 -2.885 1.882  -0.189
O: -3.408 4.225 -2.187  -0.307
H: -4.147 6.384 -0.435  0.106
C: 0.859 9.833 -0.316  -0.293
C: -1.862 1.444 -1.912  0.022

As for the energy above the lowest of the compared OMol25 structures with the same formula, charge and spin: 0.7011 eV. The HOMO energy comes out at -0.6081 hartree. As for the LUMO energy: -11.3 eV. The calculation puts the frontier orbital gap at 5.256 eV. Its total charge is +3.

# 6
Entry from OMol25: a structure of composition C22H23N4O2Ti (ωB97M-V/def2-TZVPD).

Last column: natural (NBO) charge in e.
Atoms and positions in Å:
N: 2.220 3.419 -3.519  -0.331
H: -6.047 0.328 -0.479  0.260
H: 1.184 5.281 -3.603  0.232
O: -3.559 0.449 -0.687  -0.622
H: 3.556 0.097 0.330  0.214
Ti: 0.498 0.910 0.813  1.790
H: 0.424 0.438 4.779  0.270
H: 5.538 -0.335 1.741  0.274
C: 1.237 3.415 -1.094  -0.039
H: -6.210 0.448 3.819  0.254
C: 3.178 0.118 4.136  -0.169
C: -6.269 0.389 1.658  -0.061
C: 3.589 3.970 -3.215  -0.413
H: 1.849 4.703 -5.148  0.259
C: 1.347 4.779 -0.903  -0.172
C: -4.165 0.453 0.516  0.399
H: 0.622 2.301 -2.807  0.247
C: 0.735 0.519 3.742  0.134
C: 4.435 -0.122 3.581  -0.062
C: 0.692 2.666 -0.025  -0.378
H: -0.348 2.756 1.897  0.256
C: 0.928 5.397 0.284  -0.117
H: -3.757 0.566 3.908  0.243
O: -1.264 0.591 0.780  -0.698
C: -3.495 0.528 1.760  -0.226
N: -0.117 0.713 2.808  -0.306
C: 1.553 2.681 -2.381  -0.234
C: 0.345 4.668 1.295  -0.176
C: 1.336 4.414 -4.234  -0.413
H: -7.349 0.331 1.616  0.251
H: 3.026 0.123 5.207  0.273
C: -2.091 0.625 1.911  0.571
H: 5.285 -0.303 4.227  0.275
C: 4.582 -0.136 2.204  -0.209
H: 1.757 5.421 -1.668  0.225
H: 2.380 2.680 -4.207  0.444
H: 0.393 3.925 -4.463  0.243
H: 2.206 1.826 -2.190  0.222
H: 4.062 4.201 -4.166  0.260
N: -1.453 0.761 3.041  -0.330
N: 2.260 0.337 1.933  -0.571
H: 3.493 4.868 -2.618  0.235
C: 0.211 3.287 1.121  -0.172
H: -2.602 0.411 -0.591  0.483
C: -5.629 0.455 2.908  -0.231
C: 3.473 0.104 1.411  0.086
C: 2.116 0.336 3.289  0.153
H: -0.039 5.148 2.185  0.267
H: 4.154 3.208 -2.685  0.232
C: -5.556 0.387 0.481  -0.277
H: 1.037 6.468 0.387  0.267
C: -4.270 0.521 2.958  -0.113

As for the energy above the lowest of the compared OMol25 structures with the same formula, charge and spin: 0.7499 eV. The HOMO energy comes out at -0.5866 hartree. As for the LUMO energy: -11.1 eV. The calculation puts the frontier orbital gap at 4.830 eV. Its total charge is +3.

# 7
Entry from OMol25: an isolated molecule of C2HN5O4 (ωB97M-V/def2-TZVPD).

Last column: natural (NBO) charge in e.
Atoms and positions in Å:
O: 1.178 2.384 0.672  -0.312
N: -0.777 0.748 1.669  -0.100
O: 2.174 1.853 2.474  -0.259
O: 1.171 -1.425 2.937  -0.316
N: 0.794 -0.294 0.352  -0.391
H: -0.365 -0.241 -1.366  0.234
C: -0.281 0.021 -0.279  0.212
C: 0.597 0.312 1.631  0.222
N: 0.874 -0.296 2.966  0.546
O: 0.662 0.436 3.864  -0.311
N: 1.468 1.736 1.593  0.620
N: -1.234 0.619 0.523  -0.145

As for the energy above the lowest of the compared OMol25 structures with the same formula, charge and spin: 2.1205 eV. Its SMILES is O=[N+]([O-])C1([N+](=O)[O-])N=CN=N1. The HOMO energy comes out at -0.4189 hartree. As for the LUMO energy: -2.2 eV. The calculation puts the frontier orbital gap at 9.239 eV. Its total charge is 0.

| no. | energy (eV) | F_max (eV/A) |
| --- | --- | --- |
| 1 | -89069.081 | 3.51 |
| 2 | -4310.022 | 1.78 |
| 3 | -9801.365 | 3.51 |
| 4 | -25682.511 | 3.49 |
| 5 | -92726.209 | 1.01 |
| 6 | -56330.389 | 1.03 |
| 7 | -17721.522 | 5.21 |